A 14-piece molecular cluster, C32H92O14 overall, computed with the ωB97M-V functional and the def2-TZVPD basis.

The geometry in ORCA input format:
```
! wB97M-V def2-TZVPD RIJCOSX def2/J DEFGRID3
* xyz -1 2
C 11.54 16.14 -18.41
C 10.79 16.55 -17.14
C 11.42 16.03 -15.84
O 10.85 17.93 -17.07
H 11.65 15.06 -18.30
H 12.51 16.61 -18.57
H 10.91 16.21 -19.30
H 9.76 16.22 -17.18
H 12.44 16.26 -15.53
H 11.33 14.94 -15.87
H 10.83 16.25 -14.95
H 10.44 18.24 -16.26
C 8.93 21.58 -9.36
C 10.47 21.52 -9.12
C 10.97 20.25 -9.80
O 10.89 22.71 -9.73
H 8.38 20.87 -8.74
H 8.71 21.40 -10.41
H 8.53 22.56 -9.09
H 10.60 21.54 -8.04
H 12.06 20.29 -9.75
H 10.61 20.02 -10.80
H 10.63 19.40 -9.21
H 10.84 23.37 -9.03
C 10.51 16.84 -11.32
C 10.53 15.46 -10.53
C 11.11 15.50 -9.13
O 9.15 15.15 -10.27
H 10.02 17.64 -10.76
H 10.05 16.71 -12.30
H 11.54 17.11 -11.56
H 10.96 14.66 -11.13
H 10.55 16.10 -8.41
H 12.18 15.73 -9.16
H 11.13 14.49 -8.71
H 9.14 14.23 -9.98
C 9.48 21.09 -15.42
C 9.69 20.19 -14.20
C 8.47 20.16 -13.32
O 9.86 18.86 -14.64
H 10.41 21.26 -15.96
H 9.09 22.06 -15.08
H 8.76 20.69 -16.13
H 10.53 20.62 -13.66
H 8.06 21.15 -13.14
H 8.67 19.78 -12.32
H 7.64 19.59 -13.73
H 8.97 18.53 -14.82
C 14.60 11.73 -13.94
C 13.39 12.19 -13.17
C 13.12 13.70 -13.41
O 12.25 11.50 -13.57
H 14.39 11.40 -14.96
H 15.01 10.84 -13.46
H 15.38 12.48 -13.93
H 13.47 11.91 -12.12
H 12.84 13.87 -14.45
H 13.91 14.38 -13.08
H 12.29 14.08 -12.81
H 12.41 10.56 -13.40
C 6.22 15.42 -15.15
C 6.66 16.65 -14.36
C 7.25 16.24 -13.03
O 7.60 17.35 -15.05
H 5.37 14.92 -14.69
H 6.98 14.67 -15.37
H 5.89 15.71 -16.15
H 5.82 17.30 -14.13
H 7.43 17.08 -12.36
H 8.20 15.72 -13.12
H 6.59 15.61 -12.43
H 7.25 17.52 -15.93
C 13.59 19.44 -12.53
C 14.41 20.24 -13.60
C 13.75 20.29 -14.94
O 14.53 21.54 -13.12
H 13.67 18.39 -12.80
H 12.56 19.81 -12.56
H 14.13 19.63 -11.60
H 15.38 19.78 -13.79
H 13.69 19.31 -15.41
H 14.33 20.86 -15.67
H 12.69 20.57 -15.00
H 13.63 21.75 -12.89
C 15.02 16.59 -11.39
C 16.09 15.82 -10.71
C 17.38 16.62 -10.61
O 15.70 15.49 -9.40
H 14.11 16.01 -11.56
H 15.31 16.73 -12.43
H 14.82 17.54 -10.89
H 16.19 14.94 -11.35
H 18.25 16.04 -10.31
H 17.23 17.51 -10.00
H 17.67 16.97 -11.60
H 16.17 14.71 -9.09
C 13.97 12.23 -9.05
C 13.00 11.56 -8.01
O 11.87 11.22 -8.74
H 14.95 12.45 -8.64
H 13.52 13.19 -9.31
H 14.12 11.61 -9.94
H 12.82 12.18 -7.14
H 13.49 10.66 -7.63
H 12.09 10.44 -9.26
C 13.84 15.07 -6.49
C 14.59 15.96 -5.50
O 14.22 17.32 -5.57
H 14.27 14.08 -6.58
H 13.78 15.52 -7.48
H 12.83 14.85 -6.14
H 15.66 15.81 -5.58
H 14.33 15.61 -4.50
H 14.71 17.67 -6.32
C 7.84 17.74 -8.48
O 7.55 18.64 -7.41
H 6.97 17.52 -9.09
H 8.58 18.26 -9.09
H 8.26 16.77 -8.20
H 8.39 18.75 -6.95
C 9.02 12.00 -10.65
O 9.63 12.50 -9.45
H 9.72 12.14 -11.47
H 8.77 10.94 -10.61
H 8.14 12.61 -10.88
H 10.51 12.14 -9.38
C 9.76 13.90 -5.92
O 10.39 14.77 -4.92
H 9.33 14.48 -6.73
H 10.40 13.10 -6.27
H 8.83 13.46 -5.54
H 9.71 15.12 -4.34
C 10.69 18.08 -5.63
O 10.09 19.09 -6.36
H 11.71 18.39 -5.38
H 10.12 17.89 -4.73
H 10.75 17.13 -6.17
H 10.18 19.89 -5.85
*
```

Molar mass ... 701.07 g/mol
Lowest unoccupied orbital energy (spin up / spin down) ... 1.9 / 1.9 eV
Relative energy (zero: lowest compared OMol25 entry of this formula, charge and spin) ... 37.6 kcal per mole
Highest occupied orbital energy (spin up / spin down) ... 0.303 / -7.349 eV
Maximum force ... 0.0776 hartree/bohr